A.
A cluster of 2 separate species, C5H13N2O in total. Source: the Open Molecules 2025 dataset; level of theory: the ωB97M-V functional and the def2-TZVPD basis.

Summary:
* total charge: +1
* Kohn-Sham gap: 10.04 eV

CARTESIAN COORDINATES (ANGSTROEM)
C 0.0400 -0.0817 -0.5951
C -0.5148 -2.1771 0.9741
C -0.6585 1.5566 1.0879
C 0.4547 -0.3935 -1.9899
C 0.8207 -1.3591 0.8530
N -0.2810 1.1604 -0.2699
N 0.0998 0.6096 -2.9619
O 1.2071 -0.7474 1.9882
H -0.2630 -3.2712 0.7773
H -1.2323 -1.8148 0.3104
H -0.7344 -2.0125 1.9869
H -0.5449 2.6786 1.1087
H -0.1057 1.0026 1.8257
H -1.7337 1.1772 1.2615
H -0.1776 -1.3720 -2.0411
H 1.4389 -0.7811 -2.0161
H 1.5763 -1.7789 0.2925
H -0.5602 1.7338 -1.0961
H 0.1922 0.3931 -3.8639
H 0.6724 1.4705 -2.7858
H 2.0437 -0.3330 2.0293

=====

B.
A cluster of 2 separate species, C5H13N2O in total. Source: the Open Molecules 2025 dataset; level of theory: the ωB97M-V functional and the def2-TZVPD basis.

Summary:
* total charge: +1
* Kohn-Sham gap (alpha / beta): 9.86 / 7.94 eV

CARTESIAN COORDINATES (ANGSTROEM)
C -0.5203 -0.7351 -0.7399
C 2.2974 -1.3534 -0.2291
C 0.4741 2.1769 0.7787
C 1.3087 -0.8019 0.8066
C -0.4087 0.9457 1.0375
N -3.4578 -0.5274 -1.6331
N 0.0554 -0.2083 0.2676
O -2.6584 0.2244 -1.0577
H -0.0955 -1.4000 -1.5083
H 2.0558 -0.7810 -1.0659
H 3.3863 -1.1542 -0.0846
H 2.1092 -2.4451 -0.3531
H 0.6053 2.4281 -0.2078
H -0.1216 3.0851 1.1734
H 1.4629 2.1281 1.2337
H 1.6769 0.0700 1.2787
H 1.0311 -1.5075 1.6606
H -1.4023 0.9832 0.5579
H -0.5273 0.6780 2.0976
H -3.8685 -1.4175 -1.3199
H -3.4028 -0.3879 -2.6929

=====

A is favored, and the nearest alternative lies 69.0 kcal/mol above it.

=====

A.
The ion C5H13N2O with charge +1. Source: the Open Molecules 2025 dataset; level of theory: the ωB97M-V functional and the def2-TZVPD basis.

Summary:
* SMILES: CC(C)C(=[NH2+])N(C)O
* total charge: +1
* Kohn-Sham gap: 10.36 eV

CARTESIAN COORDINATES (ANGSTROEM)
C 0.1096 0.3797 0.0671
C -2.1981 0.2916 -1.0073
C -1.4262 -1.3244 0.9513
C 2.7340 0.6577 0.1058
C -1.0524 -0.5149 -0.3036
N 1.5378 -0.0293 -0.1499
N 0.0337 1.5618 0.5376
O 1.9187 -1.1838 -0.9082
H -2.7235 1.0701 -0.3376
H -1.6670 0.9149 -1.8354
H -2.9521 -0.3139 -1.6035
H -1.8814 -0.6181 1.7457
H -0.6448 -1.9914 1.4359
H -2.1060 -2.1225 0.5516
H 3.5659 -0.0601 0.1650
H 2.9128 1.3798 -0.8399
H 2.7080 1.3241 1.0639
H -0.7121 -1.4128 -1.0398
H -0.8942 2.0066 0.6762
H 0.7973 1.9484 1.0070
H 1.9399 -1.9635 -0.2818

=====

B.
A structure of composition C5H13N2O. Source: the Open Molecules 2025 dataset; level of theory: the ωB97M-V functional and the def2-TZVPD basis.

Summary:
* total charge: +1
* Kohn-Sham gap: 11.41 eV

CARTESIAN COORDINATES (ANGSTROEM)
C 1.5561 0.2429 -0.9658
C 1.4285 -1.2707 -0.6973
C -0.2113 0.3231 0.4072
C 0.4092 0.5948 1.9917
C -2.5026 0.8330 -0.3859
N 0.2745 0.8187 -0.7350
N 0.3335 -1.4447 0.2392
O -1.5325 0.4837 0.5940
H 2.3766 0.9461 -0.5015
H 1.7770 0.3800 -2.0482
H 1.2440 -1.7080 -1.6207
H 2.3192 -1.6831 -0.1899
H -0.1836 1.4540 2.1334
H 1.4596 0.6356 2.0004
H -0.0680 -0.3409 2.4146
H -2.6155 0.1897 -1.1921
H -2.4574 1.7609 -0.9919
H -3.4502 0.7844 0.1039
H -0.3696 0.8182 -1.5890
H -0.4574 -2.0266 -0.1102
H 0.6697 -1.7910 1.1430

=====

B is favored, and the nearest alternative lies 22.4 kcal/mol above it.